Entry 1:
{
  "formula": "C10H28BCl2F4O8",
  "method": "ωB97M-V/def2-TZVPD",
  "energy_ev": -63802.503,
  "largest_force_ev_per_a": 2.4,
  "lumo_energy_ev": 2.62,
  "charge": -1,
  "symbols": ["B", "F", "F", "F", "F", "C", "C", "O", "O", "H", "H", "H", "H", "H", "H", "C", "C", "O", "O", "H", "H", "H", "H", "H", "H", "C", "C", "O", "O", "H", "H", "H", "H", "H", "H", "C", "C", "O", "O", "H", "H", "H", "H", "H", "H", "Cl", "C", "C", "Cl", "H", "H", "H", "H"],
  "xyz": [[-11.8559, 18.5989, 18.0295], [-12.7591, 19.2690, 17.2015], [-10.7188, 18.2923, 17.2648], [-11.5673, 19.2761, 19.2108], [-12.4094, 17.3333, 18.3786], [-10.4309, 17.0465, 14.4824], [-9.7354, 16.2005, 15.5388], [-9.3310, 14.8763, 15.1267], [-11.7481, 16.5657, 14.2214], [-9.9167, 16.9862, 13.5212], [-10.5664, 18.0629, 14.8531], [-10.5059, 15.9397, 16.2704], [-8.9520, 16.7458, 16.0670], [-9.5428, 14.2329, 15.8005], [-12.1459, 16.2777, 15.0620], [-15.4254, 17.5479, 15.9207], [-14.9443, 16.1080, 16.0353], [-13.5811, 15.8749, 16.3864], [-15.7526, 18.1723, 17.1776], [-16.3986, 17.6343, 15.4341], [-14.7055, 18.1800, 15.3978], [-15.0872, 15.5548, 15.1041], [-15.5470, 15.5534, 16.7647], [-13.3138, 16.4039, 17.1745], [-14.9249, 18.5145, 17.5339], [-13.3185, 22.3682, 17.5275], [-13.8680, 21.7790, 16.2173], [-14.1547, 22.8759, 15.3262], [-13.2268, 21.5279, 18.6204], [-13.9557, 23.2514, 17.6516], [-12.3685, 22.8612, 17.2666], [-14.7454, 21.1720, 16.4432], [-13.0736, 21.2344, 15.7043], [-14.4196, 22.4805, 14.4928], [-12.8080, 20.6585, 18.4643], [-9.0457, 23.3195, 18.7726], [-9.7085, 22.2359, 19.6621], [-10.9887, 22.6264, 20.1069], [-8.3444, 22.6946, 17.6968], [-8.4083, 23.9761, 19.3682], [-9.7698, 23.9823, 18.2876], [-9.0804, 22.1535, 20.5589], [-9.7382, 21.2122, 19.2799], [-11.6462, 22.2963, 19.4734], [-8.8498, 22.7512, 16.8874], [-10.4931, 15.9126, 21.7966], [-9.5992, 17.1582, 20.8353], [-8.1513, 16.7398, 20.7652], [-7.3517, 17.1414, 22.3050], [-9.8167, 18.1199, 21.2901], [-10.0574, 17.2403, 19.8494], [-7.6502, 17.3520, 20.0098], [-7.8817, 15.7327, 20.4606]],
  "atomic_forces_ev_per_a": [[0.681, -1.804, -0.438], [-0.398, 0.364, 0.149], [0.271, 0.596, 0.368], [-0.013, 0.432, -0.293], [-0.426, 0.012, 0.257], [-0.635, -0.842, -0.012], [-1.106, -1.095, 1.017], [0.802, 0.627, -1.227], [0.047, -0.393, -0.095], [0.202, 0.308, 0.098], [0.730, 0.117, -0.011], [-0.042, 0.920, 0.355], [0.248, -0.059, -0.264], [-0.180, 0.190, 0.204], [-0.189, 0.176, -0.195], [-0.441, 0.543, 0.639], [-0.008, -0.812, 0.338], [0.195, 0.840, 0.216], [0.713, -0.284, -0.021], [0.218, -0.577, -0.588], [0.126, -0.187, -0.196], [0.027, 0.363, -0.237], [-0.320, 0.373, 0.079], [-0.253, -0.315, -0.445], [0.034, 0.057, 0.208], [0.183, 1.014, -2.176], [0.944, 0.123, -0.141], [-0.367, 0.044, 0.549], [-0.266, 0.040, 0.955], [-0.308, -0.361, 1.045], [0.307, -0.345, 0.130], [-0.038, -0.125, -0.196], [-0.267, -0.694, 0.342], [-0.001, 0.064, -0.058], [-0.296, 0.728, -0.441], [-0.917, -0.742, -1.071], [0.261, 0.555, 0.986], [-0.128, 0.140, -0.057], [1.158, 0.067, 0.270], [0.381, -0.283, -0.172], [-0.451, -0.103, 0.581], [-0.133, 0.008, 0.044], [0.139, 0.314, -0.763], [-0.179, -0.051, 0.290], [-0.230, 0.036, 0.040], [-0.109, 0.259, -0.182], [-0.590, -0.902, -0.308], [0.522, 1.456, -0.629], [0.322, -0.237, 0.262], [0.558, -0.028, 0.285], [0.047, -0.472, -0.049], [-0.118, 0.232, 0.124], [-0.708, -0.288, 0.435]]
}



Entry 2:
{
  "formula": "C19H36Br9F3N4O6",
  "method": "ωB97M-V/def2-TZVPD",
  "energy_ev": -677067.592,
  "largest_force_ev_per_a": 3.5,
  "lumo_energy_ev": -0.34,
  "e_above_lowest_kj_mol": 108.48,
  "symbols": ["C", "C", "O", "N", "C", "H", "H", "H", "H", "H", "H", "H", "C", "C", "O", "N", "C", "H", "H", "H", "H", "H", "H", "H", "C", "C", "O", "N", "C", "H", "H", "H", "H", "H", "H", "H", "C", "C", "O", "N", "C", "H", "H", "H", "H", "H", "H", "H", "C", "C", "O", "C", "O", "C", "F", "F", "F", "H", "H", "H", "H", "H", "C", "Br", "Br", "Br", "H", "C", "Br", "Br", "Br", "H", "C", "Br", "Br", "Br", "H"],
  "xyz": [[-15.3541, 9.1740, -11.2724], [-16.0272, 10.5288, -11.3141], [-15.4332, 11.4971, -10.8401], [-17.2721, 10.5722, -11.8352], [-18.1068, 11.7282, -11.9423], [-14.4501, 9.3875, -11.8371], [-15.9921, 8.4470, -11.7798], [-15.1235, 8.9251, -10.2455], [-17.6511, 9.6798, -12.1154], [-17.8094, 12.5541, -11.2982], [-19.1490, 11.4341, -11.8376], [-18.0031, 12.1746, -12.9436], [-18.6806, 5.9803, -13.1436], [-19.0971, 7.4253, -12.9652], [-18.4141, 8.2957, -13.5229], [-20.3296, 7.6684, -12.4878], [-20.9740, 8.9476, -12.7397], [-19.2946, 5.5164, -13.9202], [-18.7923, 5.4984, -12.1663], [-17.6778, 5.7741, -13.5067], [-20.8920, 6.8307, -12.4851], [-20.7787, 9.3638, -13.7270], [-20.8662, 9.6875, -11.9551], [-22.0362, 8.6948, -12.8282], [-14.5542, 5.4552, -11.4617], [-13.4919, 4.3792, -11.5922], [-13.8659, 3.2137, -11.6788], [-12.1931, 4.7262, -11.6186], [-11.1403, 3.9633, -12.2418], [-14.7582, 5.6447, -10.4111], [-15.4239, 5.0018, -11.9384], [-14.3959, 6.3591, -12.0509], [-12.0063, 5.7172, -11.5846], [-10.1252, 4.3345, -12.1412], [-11.3374, 3.8697, -13.3124], [-11.1318, 2.9273, -11.8960], [-11.1878, 2.9676, -8.7173], [-11.7117, 1.5436, -8.8423], [-11.4583, 0.7375, -7.9626], [-12.4688, 1.2755, -9.9356], [-13.0140, -0.0603, -10.0817], [-10.2501, 3.1531, -9.2411], [-11.0252, 3.2197, -7.6699], [-11.9264, 3.7099, -9.0406], [-12.9114, 2.0398, -10.4359], [-12.3519, -0.6610, -10.7020], [-14.0262, -0.1443, -10.4795], [-13.1378, -0.4751, -9.0802], [-15.1319, 7.4290, -16.4035], [-14.0987, 6.7287, -15.5395], [-12.8590, 6.6125, -16.2463], [-11.8141, 6.1302, -15.6301], [-11.6985, 6.0520, -14.4370], [-10.6269, 5.7484, -16.5271], [-10.8142, 6.2765, -17.7517], [-9.4751, 6.1990, -16.0568], [-10.5533, 4.4140, -16.6238], [-15.1731, 7.0465, -17.4262], [-14.8790, 8.4812, -16.5389], [-16.1224, 7.3574, -15.9608], [-14.4267, 5.7663, -15.1552], [-13.9260, 7.4093, -14.7030], [-7.4469, 2.6635, -12.5306], [-8.2263, 3.6376, -14.1001], [-6.8127, 4.0098, -11.2898], [-5.9477, 1.5751, -13.1827], [-8.1896, 2.0532, -12.0385], [-11.8387, 8.0764, -9.1068], [-12.9357, 9.4330, -8.2731], [-11.9563, 8.2339, -11.0666], [-12.4640, 6.3067, -8.5360], [-10.8133, 8.2276, -8.8041], [-10.2600, -0.4248, -14.0658], [-11.5644, -1.8419, -14.2009], [-10.2127, 0.1845, -12.2443], [-10.6317, 0.9832, -15.3842], [-9.2748, -0.7975, -14.3064]],
  "atomic_forces_ev_per_a": [[-0.753, 0.785, -0.945], [0.303, 0.804, 1.205], [-0.539, -0.169, -0.496], [0.391, -0.806, 0.423], [0.115, 0.810, -1.151], [0.202, -0.583, 0.079], [0.352, -0.318, 0.152], [0.075, -0.176, 0.063], [-0.136, 0.213, -0.356], [-0.057, -0.458, 0.544], [0.011, 0.184, 0.304], [-0.153, -0.197, -0.001], [-0.376, -0.518, 0.911], [1.508, 0.452, -3.076], [-0.286, -0.011, 1.285], [0.320, -0.191, 0.164], [-1.555, -0.635, -0.506], [-0.439, -0.025, 0.392], [-0.157, -0.490, -0.344], [0.253, 0.821, 0.265], [-0.285, 0.287, 0.374], [0.759, 0.010, 0.129], [0.315, -0.046, 0.086], [-0.033, 0.258, 0.424], [-0.185, -0.328, -0.642], [-0.141, -0.282, -0.274], [0.198, -0.298, -0.009], [0.458, 1.230, 0.100], [-0.347, -1.662, -0.638], [-0.070, 0.277, -0.051], [-0.170, -0.103, 0.395], [0.532, 0.180, 0.458], [-0.160, -0.007, -0.037], [-0.305, 0.625, 0.426], [0.103, 0.149, -0.057], [-0.106, 0.121, 0.304], [-0.595, 0.589, 0.223], [0.166, 0.698, 0.624], [0.113, -0.359, -0.302], [-0.390, -0.099, 0.031], [-0.360, -0.345, 0.511], [-0.063, -0.182, -0.199], [0.149, -0.425, 0.070], [0.175, -0.297, -0.446], [0.210, -0.060, -0.214], [-0.092, -0.289, 0.196], [0.125, 0.763, -0.437], [0.518, -0.275, -0.071], [0.352, -0.036, -0.831], [-0.419, 1.260, 0.727], [-0.186, -0.548, -1.608], [0.250, 0.645, 1.598], [0.012, -0.367, 0.124], [-0.599, 0.367, -1.009], [0.302, -0.404, 0.141], [-0.006, -0.002, 0.229], [0.010, 0.091, -0.069], [-0.053, -0.379, 0.168], [-0.003, 0.030, 0.293], [0.018, 0.003, 0.135], [0.164, -0.192, -0.147], [0.099, -0.369, 0.317], [0.798, 1.055, -1.139], [0.343, -0.759, 0.867], [-0.162, -0.364, 0.008], [-0.758, 0.212, 0.405], [-0.055, -0.090, -0.208], [-1.037, -0.179, -0.273], [0.322, -0.089, -0.122], [0.450, -0.045, 0.711], [0.492, 0.748, -0.058], [0.036, -0.149, -0.056], [-0.297, 0.239, -0.364], [0.227, 0.061, -0.136], [0.104, 0.230, -0.149], [0.074, -0.439, 0.596], [-0.076, -0.153, -0.039]]
}



Entry 3:
{
  "formula": "C28H35BrCeF4IN3OS",
  "method": "ωB97M-V/def2-TZVPD",
  "energy_ev": -148883.768,
  "largest_force_ev_per_a": 1.5,
  "lumo_energy_ev": [-7.82, -7.85],
  "e_above_lowest_kj_mol": 19.75,
  "charge": 2,
  "symbols": ["Ce", "C", "C", "N", "C", "C", "C", "C", "N", "C", "C", "F", "C", "F", "C", "C", "F", "C", "F", "H", "H", "H", "H", "H", "H", "H", "H", "H", "H", "H", "H", "H", "H", "H", "C", "C", "C", "C", "C", "C", "N", "H", "H", "H", "H", "H", "H", "H", "H", "O", "S", "C", "C", "C", "C", "H", "H", "H", "H", "H", "H", "H", "H", "Br", "C", "C", "C", "C", "C", "C", "I", "H", "H", "H", "H"],
  "xyz": [[0.3368, 0.0437, -0.1482], [0.8637, 2.2186, -3.0420], [0.9423, 3.1189, -1.8194], [0.0559, 2.6807, -0.6959], [0.3674, 3.5484, 0.4757], [-0.0186, 2.9391, 1.8061], [-1.3544, 2.8397, -1.1391], [-2.3780, 1.9427, -0.4722], [-1.9028, 0.5593, -0.4255], [-2.8148, -0.4959, -0.3588], [-2.3217, -1.7919, -0.2345], [-0.9321, -1.9292, -0.0886], [-3.0665, -2.9447, -0.2042], [-2.4331, -4.1136, -0.1163], [-4.4401, -2.8641, -0.2572], [-4.9859, -1.5969, -0.3287], [-6.3015, -1.4485, -0.3578], [-4.2110, -0.4427, -0.3768], [-4.8539, 0.7278, -0.4365], [1.7741, 2.3231, -3.6315], [0.0216, 2.4464, -3.6929], [0.7817, 1.1734, -2.7390], [0.6892, 4.1478, -2.0883], [1.9618, 3.1305, -1.4352], [-0.1177, 4.5177, 0.3408], [1.4417, 3.7251, 0.4741], [-1.0914, 2.8045, 1.9313], [0.3393, 3.5740, 2.6159], [0.4775, 1.9750, 1.9347], [-1.3856, 2.6110, -2.2007], [-1.6736, 3.8775, -1.0127], [-3.2713, 2.0348, -1.0845], [-2.6407, 2.2852, 0.5313], [-5.0631, -3.7479, -0.2304], [1.8621, -1.1697, 2.4758], [2.9068, -0.9037, 1.4484], [4.2253, -1.1900, 1.4580], [4.7789, -0.6991, 0.2199], [3.7724, -0.1419, -0.4935], [3.8187, 0.4956, -1.8470], [2.5847, -0.2397, 0.2473], [2.2997, -1.7072, 3.3153], [1.0520, -1.8099, 2.1002], [1.4389, -0.2415, 2.8707], [4.7569, -1.6820, 2.2589], [5.8113, -0.7533, -0.0926], [4.7095, 1.1132, -1.9507], [2.9558, 1.1405, -2.0158], [3.8488, -0.2468, -2.6485], [0.5071, -1.0342, -2.2110], [1.4327, -2.0556, -2.9424], [1.4724, -1.4897, -4.6593], [1.1846, -2.7327, -5.4928], [0.0144, -3.4261, -4.7978], [0.3806, -3.4915, -3.3153], [2.4362, -1.0219, -4.8523], [0.6735, -0.7475, -4.7285], [2.0600, -3.3859, -5.5128], [0.9569, -2.4584, -6.5210], [-0.1609, -4.4251, -5.1918], [-0.8997, -2.8473, -4.9355], [0.9790, -4.3676, -3.0657], [-0.4661, -3.4365, -2.6303], [-3.8194, 1.6350, 4.7089], [-2.2567, 0.9206, 5.4865], [-2.0082, 1.1930, 6.8244], [-0.8689, 0.6960, 7.4388], [0.0336, -0.0768, 6.7243], [-0.2039, -0.3585, 5.3875], [-1.3456, 0.1425, 4.7823], [-1.7173, -0.3233, 2.7675], [-2.7145, 1.7967, 7.3780], [-0.6925, 0.9111, 8.4841], [0.9205, -0.4710, 7.2020], [0.4851, -0.9793, 4.8331]],
  "atomic_forces_ev_per_a": [[0.538, 0.939, -0.362], [-0.033, 0.120, 0.071], [-0.008, -0.039, 0.018], [0.145, -0.366, -0.089], [-0.022, -0.059, 0.071], [-0.111, 0.152, -0.132], [-0.051, -0.107, 0.004], [0.081, 0.061, 0.158], [1.221, -0.699, -0.138], [0.088, 0.150, 0.030], [0.024, -0.257, -0.035], [-0.339, -0.279, 0.010], [0.065, -0.085, 0.058], [-0.045, 0.075, 0.010], [-0.068, -0.004, 0.006], [-0.067, 0.046, -0.013], [0.081, -0.017, -0.008], [-0.203, 0.141, -0.024], [-0.007, -0.094, 0.006], [-0.024, 0.003, -0.026], [-0.004, -0.014, 0.016], [0.020, -0.083, -0.208], [0.027, 0.071, 0.030], [0.015, -0.012, 0.033], [0.002, 0.049, -0.037], [0.038, -0.011, -0.023], [0.017, -0.032, 0.009], [-0.009, -0.039, 0.030], [0.121, -0.264, 0.200], [0.013, 0.013, -0.039], [0.086, 0.076, -0.062], [-0.081, -0.081, 0.055], [-0.032, -0.001, 0.051], [0.010, 0.041, 0.001], [0.100, 0.043, -0.155], [-0.123, -0.023, -0.118], [0.300, 0.030, -0.190], [0.072, -0.150, 0.227], [-0.101, 0.084, -0.150], [-0.058, -0.047, 0.102], [-1.434, 0.314, -0.309], [-0.009, -0.013, -0.003], [-0.094, -0.017, 0.069], [-0.090, 0.002, 0.067], [0.002, 0.030, -0.048], [-0.036, 0.004, 0.052], [0.011, 0.003, -0.007], [0.022, 0.005, -0.002], [-0.021, -0.008, -0.010], [0.098, 0.296, 0.693], [0.010, 0.029, 0.148], [0.062, 0.061, -0.035], [-0.043, -0.054, 0.039], [0.036, 0.029, -0.013], [-0.094, 0.008, 0.016], [-0.024, 0.005, 0.010], [0.013, -0.023, -0.023], [-0.005, 0.010, -0.029], [0.004, 0.024, -0.009], [-0.015, -0.009, 0.012], [-0.004, 0.005, 0.004], [0.018, 0.003, -0.016], [0.042, -0.033, 0.021], [0.034, -0.010, -0.006], [0.038, 0.047, -0.019], [0.027, 0.001, 0.065], [-0.031, 0.015, 0.005], [0.025, -0.025, -0.032], [-0.020, -0.020, 0.091], [0.066, 0.062, -0.181], [-0.223, -0.066, 0.045], [0.016, -0.020, 0.005], [-0.001, 0.007, -0.018], [-0.022, 0.010, 0.011], [-0.037, -0.001, 0.022]]
}